(1)
Here is a gas-phase ion, C7H11O (charge -1) from OMol25. Energies are from ωB97M-V/def2-TZVPD.

Calculated values
frontier orbital gap: 5.628 eV
charge: -1
F_max: 0.0118 hartree/bohr
M: 111.164 g/mol
SMILES: C=CC(=C)CCC[O-]
lowest unoccupied orbital energy: 3.4 eV
energy relative to the best compared isomer or geometry (same formula, charge and spin): 0.1753 eV
2S+1: 1
E_tot: -9482.9258 eV

Geometry as XYZ:
```
19
Properties=species:S:1:pos:R:3:forces:R:3
H 0.497956 2.953761 1.689770 0.05 -0.08 -0.08
H -0.553643 -2.225736 -0.537633 0.08 -0.06 -0.08
C 1.628021 -0.065317 0.344728 0.28 0.03 -0.29
H -0.380985 0.144324 2.603019 -0.11 0.13 0.09
C 0.027768 0.905228 1.941998 0.32 -0.11 -0.39
H -1.483745 -0.331840 0.210679 -0.20 0.00 -0.08
C 0.414684 0.410988 0.590464 -0.31 -0.34 0.22
H 1.892204 -0.441288 -0.636877 -0.17 -0.14 0.05
H -1.237580 1.263520 -0.471627 0.04 0.04 0.02
H 0.389062 0.041002 -2.166777 0.00 0.02 0.14
H 2.403805 -0.142651 1.098631 -0.08 0.30 0.10
H -0.249570 2.459330 3.310020 0.11 0.06 -0.02
C 0.114951 2.168164 2.329562 -0.25 0.02 0.40
C -0.491450 -0.402638 -1.676411 0.14 0.02 -0.59
C -0.767224 0.280157 -0.351853 0.31 0.07 0.10
H -1.312535 -0.228965 -2.377643 -0.11 0.01 0.19
H 0.703906 -2.229174 -1.793214 0.09 0.01 0.00
O -1.215535 -2.584457 -2.472558 -0.04 -0.10 -0.12
C -0.380091 -1.974408 -1.634278 -0.14 0.12 0.34
```
Positions in Å, forces in eV/Å.

(2)
Here is a single C7H12 molecule in a non-equilibrium geometry from OMol25. Energies are from ωB97M-V/def2-TZVPD.

Calculated values
frontier orbital gap (spin up / spin down): 7.663 / 7.684 eV
charge: 0
F_max: 0.0746 hartree/bohr
M: 96.173 g/mol
lowest unoccupied orbital energy (spin up / spin down): 1.0 / 1.0 eV
energy relative to the best compared isomer or geometry (same formula, charge and spin): 4.4555 eV
2S+1: 1
E_tot: -7448.9759 eV

Geometry as XYZ:
```
19
Properties=species:S:1:pos:R:3:forces:R:3
H -1.096862 -1.786941 0.259754 -0.25 0.12 0.56
H 0.231112 -0.055653 -1.978902 -0.68 0.02 -0.16
C -1.011142 0.234083 -0.193226 3.12 1.94 -1.10
C -0.746230 1.638086 0.217627 -0.20 -0.54 -2.48
H -1.220495 -1.084399 -1.804253 -0.18 -0.95 -0.47
H -1.212057 1.970840 1.089330 -0.50 0.57 1.60
C 1.866943 0.989317 0.430408 0.67 -1.12 -0.08
H -1.050069 2.242582 -0.620423 -0.14 0.90 -0.15
H 3.188428 -0.699154 0.867485 0.87 0.20 -0.28
H 2.639093 1.644092 0.697346 1.20 1.29 0.29
C 2.287097 -0.433381 0.352412 -2.25 -1.99 0.14
H 1.516983 -1.040747 0.907602 0.50 0.50 -0.43
H 2.180454 -0.839730 -0.672838 0.70 0.24 0.41
H -2.465989 -0.754979 0.847682 0.13 -0.47 0.08
H -1.474732 0.605735 -2.214398 0.54 -0.28 -0.36
C -0.830553 -0.106534 -1.666685 -0.17 1.47 0.92
C -1.370210 -0.815354 0.702567 -0.09 -1.30 2.81
H -0.930769 -0.731353 1.775344 -0.56 -0.14 -1.77
C 0.694969 1.458747 0.236374 -2.72 -0.47 0.47
```
Positions in Å, forces in eV/Å.

(3)
Here is a single C7H12 molecule in a non-equilibrium geometry from OMol25. Energies are from ωB97M-V/def2-TZVPD.

Calculated values
frontier orbital gap: 9.598 eV
charge: 0
F_max: 0.0463 hartree/bohr
M: 96.173 g/mol
SMILES: C=CC(=C)CCC
lowest unoccupied orbital energy: 0.8 eV
energy relative to the best compared isomer or geometry (same formula, charge and spin): 1.4476 eV
2S+1: 1
E_tot: -7451.9838 eV

Geometry as XYZ:
```
19
Properties=species:S:1:pos:R:3:forces:R:3
H -1.803866 1.539333 0.077682 0.19 -0.62 0.90
H 0.629817 -0.866005 1.798218 -0.05 0.25 -0.06
C -0.219499 -0.404326 1.262332 2.24 -0.01 0.69
C -0.774328 -1.527043 0.403302 -0.89 -0.17 -0.74
H 1.964661 1.377282 -0.759958 0.23 0.32 0.34
C 0.178896 -2.082059 -0.663848 -0.52 0.04 -0.35
H 0.487405 -1.297231 -1.354151 0.48 0.03 0.28
C 0.344460 0.751865 0.426112 -1.87 -0.96 0.63
H -1.191064 3.438714 -1.126405 -0.11 -0.25 -0.44
C -0.734230 1.665784 -0.052855 0.74 0.89 -2.08
H 1.009826 -2.646214 -0.244365 0.30 0.38 0.09
H -1.103281 -2.367552 1.014647 -0.01 0.11 0.30
H -0.850663 -0.041963 2.072606 -0.56 -0.08 -0.31
H 2.329478 0.100977 0.533347 0.00 -0.11 -0.09
H -0.322796 -2.790799 -1.326066 -0.34 -0.11 0.25
C -0.463150 2.670701 -0.901629 0.40 0.08 1.30
H 0.576426 2.866531 -1.138760 -0.12 0.23 -0.26
C 1.624985 0.782694 0.079234 -0.18 0.03 -0.41
H -1.683076 -1.170690 -0.099442 0.06 -0.06 -0.05
```
Positions in Å, forces in eV/Å.

(4)
Here is a single C7H12 molecule in a non-equilibrium geometry from OMol25. Energies are from ωB97M-V/def2-TZVPD.

Calculated values
frontier orbital gap: 9.998 eV
charge: 0
F_max: 0.0543 hartree/bohr
M: 96.173 g/mol
SMILES: C[C@@H]1C=C[C@H](C)C1
lowest unoccupied orbital energy: 1.2 eV
energy relative to the best compared isomer or geometry (same formula, charge and spin): 1.5601 eV
2S+1: 1
E_tot: -7451.8712 eV

Geometry as XYZ:
```
19
Properties=species:S:1:pos:R:3:forces:R:3
C 0.434997 0.620883 0.563591 0.02 0.02 0.08
H 0.560231 2.803409 -1.229814 -0.16 -0.22 0.02
H 1.389577 0.480443 0.032278 -0.18 -0.11 0.12
H 0.620983 -2.755488 1.546191 0.07 0.11 0.00
H 0.630914 1.324375 1.380522 -0.10 0.04 -0.19
C -0.615742 1.122338 -0.467418 0.04 -0.16 -0.12
C 1.025208 -1.793392 1.213759 0.03 -0.03 0.14
C -0.007798 1.940835 -1.605001 0.01 -0.09 -0.08
H -1.549482 -2.105709 0.006232 0.45 -0.08 0.13
H 1.779949 -1.468478 1.936381 -0.03 -0.09 -0.06
C -1.094999 -1.119479 0.092277 0.01 -0.08 0.70
H -0.781978 2.322482 -2.279228 0.11 -0.10 0.08
C -1.318688 -0.199173 -0.843226 1.04 -0.99 0.12
H -1.304323 -0.954840 -1.641753 -1.26 1.81 -1.71
H 0.680570 1.319615 -2.186659 -0.04 0.08 -0.01
H -0.577355 -0.627629 2.064815 0.24 0.12 0.42
H -1.326243 1.783491 0.063378 -0.01 -0.44 -0.26
H 1.530507 -1.955933 0.251019 -0.20 0.12 0.16
C -0.076327 -0.737749 1.102658 -0.04 0.12 0.46
```
Positions in Å, forces in eV/Å.

(5)
Here is a single C7H12 molecule from OMol25. Energies are from ωB97M-V/def2-TZVPD.

Calculated values
frontier orbital gap: 10.945 eV
charge: 0
F_max: 0.0042 hartree/bohr
M: 96.173 g/mol
SMILES: CC1CC2(CC2)C1
lowest unoccupied orbital energy: 1.2 eV
energy relative to the best compared isomer or geometry (same formula, charge and spin): 1.2497 eV
2S+1: 1
E_tot: -7452.1817 eV

Geometry as XYZ:
```
19
Properties=species:S:1:pos:R:3:forces:R:3
C -0.158695 0.844726 -0.030891 -0.02 0.06 -0.01
H -0.781617 -2.428837 -0.512397 0.13 0.00 0.08
H 1.801655 0.276103 -0.934583 -0.16 -0.05 0.03
H -1.394048 -0.574007 1.136875 0.14 0.04 -0.02
C 0.146938 -2.493987 0.068910 -0.02 -0.04 -0.01
H -0.188375 2.766834 1.085301 0.02 -0.08 -0.16
C -1.175811 1.752506 -0.643869 -0.17 -0.01 -0.11
H -1.186523 1.852415 -1.727259 0.02 -0.03 0.18
H 0.785013 2.809896 -0.464257 -0.13 -0.09 0.08
H -0.062647 -3.083986 0.969030 0.04 0.08 -0.12
H -2.157162 1.807910 -0.177228 0.17 -0.02 -0.06
H 0.881982 -3.040720 -0.533347 -0.10 0.07 0.08
C 0.790390 -0.107441 -0.758902 0.07 0.03 -0.13
H 1.576937 -1.182743 1.005056 -0.13 0.02 -0.08
H -0.109466 0.192142 2.102840 -0.04 -0.04 -0.15
C -0.379347 -0.158952 1.100696 -0.09 0.01 0.13
C 0.651046 -1.105566 0.424519 0.07 -0.11 0.04
H 0.392321 -0.493870 -1.705137 0.05 0.03 0.13
C -0.002384 2.324878 0.108626 0.14 0.13 0.10
```
Positions in Å, forces in eV/Å.

(6)
Here is a molecular structure, C7H12 in a non-equilibrium geometry from OMol25. Energies are from ωB97M-V/def2-TZVPD.

Calculated values
frontier orbital gap: 6.976 eV
charge: 0
F_max: 0.0816 hartree/bohr
M: 96.173 g/mol
lowest unoccupied orbital energy: -0.1 eV
energy relative to the best compared isomer or geometry (same formula, charge and spin): 4.8041 eV
2S+1: 1
E_tot: -7448.6273 eV

Geometry as XYZ:
```
19
Properties=species:S:1:pos:R:3:forces:R:3
H 1.375486 1.229693 0.505652 -0.66 -0.42 -0.23
C 0.789223 -1.213932 -1.676248 -0.11 1.45 0.31
H -0.655714 -2.674015 1.795586 0.57 -0.18 -0.09
H 0.906520 -1.587485 -2.698543 -0.30 0.04 0.42
H -1.965017 -1.337672 0.594250 -0.31 -0.64 -1.36
H 0.002514 1.302931 1.578224 -0.08 -0.02 -0.36
C -0.084363 2.665855 -0.146390 -0.12 0.24 0.24
H 0.367030 -1.357102 2.353746 -0.11 -0.31 -1.10
C -0.944102 -1.017389 0.622600 0.85 2.88 -0.76
H 0.100942 3.556854 0.564363 -0.68 -1.49 -1.09
C -0.401556 -0.623941 -1.255638 0.49 -1.53 -3.88
H 0.567533 2.808234 -0.989703 0.71 0.14 -0.28
C -0.030914 -1.854495 1.416663 -1.04 0.56 3.08
H -1.199346 -0.791983 -2.025761 0.18 0.16 1.12
C -0.533896 0.180657 -0.101010 -0.83 -1.87 2.87
H 0.763977 -2.224898 0.811803 0.66 -0.25 -0.45
H 1.746719 -0.990144 -1.166126 -0.65 -0.27 -0.12
C 0.256763 1.273132 0.506342 1.14 1.29 0.45
H -1.061801 2.655704 -0.689805 0.29 0.22 1.23
```
Positions in Å, forces in eV/Å.